Computed, not measured: C4H6FeO2 as an isolated structure at a distorted geometry, with ωB97M-V/def2-TZVPD.

Geometry as XYZ:
```
13
Properties=species:S:1:pos:R:3:forces:R:3:mulliken_spin:R:1
O -2.435182 1.073261 0.080990 0.39 -0.31 0.22 0.001
C -1.188555 0.623560 -0.405684 -0.05 0.42 -0.58 0.012
C -0.640352 -0.385356 0.598827 -0.32 0.06 0.95 0.010
C 0.777064 -0.711900 0.387658 1.14 -0.38 -1.80 0.234
C 1.731039 -1.236082 -0.250755 -1.43 -0.31 2.27 -0.132
H -2.753866 1.792295 -0.470613 -0.08 0.03 -0.10 0.000
H -0.483904 1.465642 -0.518229 -0.08 -0.15 0.00 -0.002
H -1.297873 0.138929 -1.390078 0.13 0.13 0.24 -0.001
H -1.216594 -1.322344 0.520880 0.24 0.26 0.16 0.018
H -0.762197 0.019345 1.616421 -0.22 -0.16 -0.34 0.000
H 2.272583 -2.183161 -0.280188 0.30 0.76 -0.63 0.004
O 3.415146 0.112513 -0.710784 -0.32 0.61 1.26 1.178
Fe 2.582688 0.613298 0.821561 0.29 -0.94 -1.66 3.677
```
Forces are in eV/Å.

Results
* multiplicity: 6
* charge: +1
* ΔE to the lowest compared entry with this formula, charge and spin: 169.21 kJ/mol
* HOMO level (alpha / beta): -14.27 / -14.28 eV